The following is a quantum chemistry calculation of a cluster of 10 separate species, C40H106N6O12 in total in a non-equilibrium geometry, from the Open Molecules 2025 dataset.

Last column: Löwdin charge in e.
Atoms and positions in Å:
C: -1.4901 -3.2965 8.1762  -0.117
O: -1.6771 -2.2144 7.2941  -0.203
C: -2.0631 -1.0319 7.9616  -0.212
C: -0.9074 -0.3120 8.6822  -0.188
N: -0.1189 0.5458 7.7845  -0.058
C: -0.7904 1.8023 7.4787  -0.222
C: 0.0496 2.7661 6.6737  -0.242
O: 0.0884 2.4546 5.3034  -0.185
C: 0.5093 3.5413 4.5225  -0.113
H: -0.6276 -3.0391 8.8141  0.079
H: -1.2074 -4.1954 7.6376  0.081
H: -2.2673 -3.4619 8.9305  0.092
H: -2.9404 -1.2054 8.5974  0.121
H: -2.4421 -0.3759 7.1746  0.111
H: -0.1763 -1.0204 9.0792  0.104
H: -1.2545 0.2626 9.5406  0.116
H: 0.0385 0.0214 6.9300  0.104
H: -1.1559 2.2837 8.3867  0.121
H: -1.7227 1.6398 6.9084  0.115
H: 1.0774 2.7087 7.0634  0.126
H: -0.3059 3.7770 6.9043  0.122
H: 1.5744 3.7624 4.6543  0.093
H: -0.1301 4.4186 4.6626  0.096
H: 0.3801 3.3009 3.4647  0.068
C: 2.2676 6.5019 -10.6591  -0.115
O: 2.0356 5.1562 -10.2744  -0.189
C: 0.6949 4.7513 -10.5498  -0.226
C: 0.0323 4.4026 -9.2364  -0.209
N: 0.7215 3.3132 -8.5174  -0.062
C: -0.0038 2.8192 -7.3549  -0.215
C: -0.0175 3.7922 -6.1637  -0.221
O: 1.2788 4.0250 -5.6430  -0.181
C: 1.8102 2.8686 -5.0158  -0.108
H: 1.5732 7.2232 -10.2110  0.086
H: 2.1796 6.5985 -11.7443  0.086
H: 3.2541 6.7696 -10.2851  0.086
H: 0.7498 3.8632 -11.1897  0.122
H: 0.0975 5.4574 -11.1303  0.118
H: -0.9274 3.8904 -9.3778  0.119
H: -0.0880 5.3201 -8.6465  0.114
H: 1.6507 3.6361 -8.2640  0.106
H: 0.4167 1.8445 -7.1139  0.103
H: -1.0480 2.6885 -7.6550  0.114
H: -0.7860 3.5127 -5.4321  0.114
H: -0.3402 4.7604 -6.5528  0.110
H: 2.1014 2.1452 -5.7808  0.081
H: 1.1384 2.4353 -4.2713  0.080
H: 2.7396 3.1381 -4.5137  0.087
C: -6.5303 -0.5479 -3.3533  -0.060
C: -5.4342 -1.5537 -3.6629  -0.451
C: -4.0553 -1.2239 -3.1288  -0.201
O: -3.5295 -0.1415 -3.8695  -0.175
C: -2.4079 0.4691 -3.2930  -0.112
N: -5.8244 -2.8824 -3.1695  0.035
H: -6.6291 -0.3435 -2.2820  0.079
H: -7.4772 -0.7888 -3.8264  0.075
H: -6.1587 0.4229 -3.7026  0.080
H: -5.3768 -1.5758 -4.7652  0.137
H: -3.4084 -2.1018 -3.1671  0.099
H: -4.2435 -0.8927 -2.0958  0.123
H: -1.4774 -0.0949 -3.4274  0.075
H: -2.5424 0.6291 -2.2154  0.078
H: -2.2736 1.4565 -3.7334  0.081
H: -5.2075 -3.6099 -3.5042  0.063
H: -6.7897 -3.0273 -3.4263  0.064
C: 0.3344 -5.0161 -4.5128  -0.055
C: -1.0378 -4.9250 -3.8622  -0.425
C: -1.1824 -3.7308 -2.9325  -0.225
O: -0.1389 -3.6286 -2.0055  -0.188
C: -0.1962 -2.5133 -1.1672  -0.107
N: -2.1063 -4.8300 -4.8956  0.027
H: 0.4755 -5.9265 -5.0874  0.077
H: 1.0981 -4.9074 -3.7333  0.062
H: 0.5046 -4.1158 -5.1126  0.085
H: -1.3334 -5.8518 -3.3611  0.136
H: -2.1266 -3.9194 -2.4048  0.130
H: -1.1912 -2.8232 -3.5574  0.124
H: 0.6073 -2.6136 -0.4370  0.060
H: -1.1375 -2.3573 -0.6323  0.097
H: 0.0783 -1.5957 -1.7067  0.084
H: -1.9434 -5.5367 -5.5966  0.065
H: -2.0827 -3.8951 -5.2883  0.063
C: 3.6087 -4.5952 -0.9052  -0.046
C: 2.8934 -4.4674 0.4378  -0.445
C: 2.8225 -5.8199 1.1262  -0.204
O: 2.4062 -6.9498 0.3684  -0.175
C: 1.1357 -6.7756 -0.2324  -0.105
N: 3.6098 -3.5531 1.3341  0.066
H: 4.0128 -3.6386 -1.2523  0.076
H: 2.9888 -4.8336 -1.7779  0.065
H: 4.3646 -5.3801 -0.8537  0.085
H: 1.8978 -4.0784 0.1856  0.095
H: 2.2562 -5.8007 2.0688  0.121
H: 3.8446 -6.0683 1.4302  0.134
H: 0.3175 -6.9737 0.4752  0.088
H: 1.0870 -7.5256 -1.0210  0.090
H: 0.9269 -5.7804 -0.6302  0.063
H: 3.4304 -2.6038 1.0384  0.049
H: 3.2621 -3.7287 2.2747  0.039
C: 5.6939 -1.0886 1.6069  -0.060
C: 5.8448 -0.2068 2.8343  -0.428
C: 6.3865 1.1904 2.5236  -0.232
O: 7.6852 1.0489 2.0012  -0.180
C: 8.2655 2.3061 1.6970  -0.105
N: 4.5340 -0.0528 3.4753  0.041
H: 6.4298 -0.9992 0.8063  0.083
H: 4.7971 -0.8239 1.0348  0.054
H: 5.6302 -2.1268 1.9255  0.064
H: 6.5936 -0.6421 3.5055  0.137
H: 6.4640 1.6697 3.5176  0.125
H: 5.6951 1.8000 1.9320  0.126
H: 7.5069 3.0302 1.3871  0.082
H: 8.9549 2.2427 0.8551  0.085
H: 8.8073 2.6732 2.5719  0.087
H: 4.1921 -0.9877 3.6794  0.063
H: 4.5606 0.4592 4.3483  0.072
C: -3.2162 0.6600 3.3342  -0.035
C: -3.0606 0.7022 1.8257  -0.458
C: -4.3357 0.5813 1.0159  -0.056
O: -2.4888 1.9856 1.4791  -0.102
H: -2.2878 0.3695 3.8296  0.065
H: -3.9503 -0.0917 3.6395  0.082
H: -3.5170 1.6459 3.6839  0.085
H: -2.3610 -0.0407 1.4298  0.126
H: -4.7075 -0.4391 0.9147  0.080
H: -4.2705 1.0066 0.0119  0.068
H: -5.1586 1.1636 1.4509  0.082
H: -1.5518 1.9855 1.7217  0.054
C: 0.1425 -3.7125 5.0704  -0.053
C: 0.9809 -3.2633 3.8938  -0.448
C: 0.9720 -1.7324 3.7155  -0.049
O: 2.3731 -3.6033 4.0906  -0.090
H: 0.5920 -3.4273 6.0224  0.080
H: -0.0284 -4.7877 5.0455  0.086
H: -0.8121 -3.1848 5.0207  0.079
H: 0.6712 -3.6876 2.9390  0.135
H: 1.3256 -1.2112 4.6119  0.082
H: -0.0673 -1.3970 3.6086  0.077
H: 1.5632 -1.4126 2.8619  0.051
H: 2.6586 -3.1772 4.9047  0.087
C: -2.9321 5.1105 0.2039  -0.069
C: -3.9566 5.2661 1.3108  -0.506
C: -5.4079 5.2167 0.7951  -0.053
O: -3.7810 4.3213 2.3423  -0.067
H: -1.8997 4.9867 0.5314  0.073
H: -3.0177 5.8571 -0.5885  0.076
H: -3.1163 4.1763 -0.3498  0.074
H: -3.8323 6.2534 1.7667  0.131
H: -6.0337 5.5121 1.6351  0.075
H: -5.6670 4.1742 0.5809  0.072
H: -5.5467 5.7725 -0.1306  0.074
H: -3.7058 3.4367 1.9420  0.048
C: 2.1157 0.4037 0.6175  -0.060
C: 1.1740 1.5916 0.7579  -0.433
C: 0.2657 1.6802 -0.4470  -0.049
O: 0.2600 1.3419 1.8545  -0.093
H: 2.7812 0.3376 1.4807  0.050
H: 2.6319 0.3576 -0.3435  0.087
H: 1.5377 -0.5283 0.5827  0.065
H: 1.6973 2.5131 1.0193  0.141
H: -0.2811 2.6258 -0.4037  0.080
H: -0.4224 0.8359 -0.4144  0.076
H: 0.7686 1.6884 -1.4148  0.077
H: 0.7684 1.1646 2.6552  0.084

Output
**Calculated total energy**: -76703.6707 eV
**Gap between HOMO and LUMO**: 9.04 eV
**Total charge**: 0
**SMILES string**: COC[C@H](C)N.COC[C@H](C)N.COC[C@H](C)N.COC[C@H](C)N.COCCNCCOC.COCCNCCOC.CC(C)O.CC(C)O.CC(C)O.CC(C)O